1.
96
Properties=species:S:1:pos:R:3:forces:R:3:lowdin_spin:R:1 method="wB97M-V/def2-TZVPD" gap_ha="0.18822 / 0.22696" charge=+3 e_tot_ev=-97069.667 multiplicity=4 relative_energy_ev=1.5483 homo_energy_ha="-0.6212 / -0.6213"
C -1.74301 -1.60736 -2.23317 -0.6 -0.4 -1.6 0.005
C 0.58149 -1.76267 -1.84731 -0.6 -1.9 0.2 0.027
C -1.63771 -2.43603 -3.37157 0.5 1.1 1.6 -0.008
C 0.66635 -2.80714 -2.79137 1.8 0.7 1.3 -0.004
C -0.42320 -3.11680 -3.53921 -1.9 -1.4 -1.4 0.017
H -2.47097 -2.45468 -4.04402 -0.1 -0.4 -0.4 -0.001
H 1.63774 -3.33281 -2.87209 -0.7 0.5 -0.5 0.000
H -0.38891 -3.91498 -4.31264 0.2 0.7 0.6 0.001
N -0.70511 -1.49425 -1.39521 2.5 1.3 -0.5 -0.026
P -2.90737 -0.26399 -0.17271 -1.8 -0.1 -0.2 -0.057
P 2.64616 -0.34546 -0.04649 2.5 -1.0 0.2 0.498
C -2.85720 -0.61886 -1.96688 0.2 -0.3 -0.6 -0.007
H -2.61041 0.32109 -2.49397 0.2 -0.4 0.2 0.001
H -3.80113 -0.95172 -2.40154 0.0 0.0 0.3 -0.001
C 1.81576 -0.94361 -1.54732 -0.9 -1.3 1.0 0.046
H 2.74556 -1.42307 -2.13812 -2.7 1.5 0.7 0.010
C 4.10575 0.35471 -1.12836 0.3 0.3 0.0 0.040
C 3.36959 -1.32949 1.59744 -0.3 -0.1 0.6 0.101
C -3.45422 1.53011 0.02845 0.0 0.1 0.3 -0.008
C -4.01796 -1.63689 0.44843 -0.1 0.1 0.4 0.001
C 3.99684 1.83793 -0.75982 0.2 0.5 0.0 0.022
H 4.13312 2.00792 0.31671 0.1 0.0 -0.2 0.003
H 4.75206 2.42890 -1.29823 -0.2 -0.2 0.2 0.002
H 3.01015 2.23966 -1.02576 0.3 0.0 0.0 0.003
C 5.48491 -0.23810 -0.81837 0.5 -0.1 0.2 0.015
H 5.82696 -0.13939 0.21516 -0.1 0.0 -0.4 0.000
H 5.53268 -1.29931 -1.09907 0.0 0.3 0.0 0.000
H 6.23484 0.27774 -1.44545 -0.4 -0.1 0.2 0.004
C 3.96856 0.16910 -2.66410 -0.4 0.2 -0.2 0.003
H 4.63325 0.86134 -3.19326 0.0 0.0 0.4 0.000
H 4.26496 -0.83559 -2.99867 0.0 0.1 0.2 0.001
H 2.95962 0.34634 -3.04369 0.6 0.2 -0.1 0.000
C 4.20742 -0.27931 2.34490 0.0 0.4 -0.4 0.005
H 3.58032 0.58802 2.60110 0.3 -0.2 0.0 0.002
H 4.56895 -0.70902 3.29620 -0.2 0.1 -0.4 0.001
H 5.07625 0.08210 1.77838 -0.4 -0.2 0.4 0.000
C 2.21769 -1.74763 2.51843 -0.3 0.1 -0.1 0.003
H 1.64385 -0.87628 2.87126 0.2 -0.3 -0.1 0.001
H 1.53364 -2.47141 2.04812 0.3 0.1 0.1 0.001
H 2.65454 -2.23320 3.41381 -0.2 0.2 -0.5 0.001
C 4.12624 -2.57522 1.14011 0.0 0.0 -0.7 0.039
H 4.98958 -2.35048 0.50132 -0.3 -0.1 0.3 0.001
H 4.50243 -3.09629 2.03829 -0.2 0.2 -0.2 0.013
H 3.45107 -3.26469 0.60050 0.3 0.2 0.3 0.002
C -4.42902 -1.33808 1.89891 -0.2 -0.1 0.1 0.000
H -5.04561 -2.17757 2.25576 0.2 0.3 0.0 0.000
H -3.55903 -1.26060 2.56669 -0.2 0.0 -0.1 0.000
H -5.03335 -0.42395 1.98297 0.2 -0.3 0.0 0.000
C -3.23376 -2.96664 0.40541 0.1 0.2 -0.1 0.005
H -2.91979 -3.22281 -0.61482 -0.1 -0.1 0.2 0.000
H -2.34583 -2.93498 1.04947 -0.2 -0.2 -0.1 0.004
H -3.89801 -3.76309 0.77126 0.2 0.2 -0.1 0.000
C -5.25984 -1.78163 -0.44078 -0.2 0.0 -0.1 -0.002
H -5.92896 -2.51393 0.03554 0.2 0.2 -0.1 0.000
H -5.81178 -0.84082 -0.55957 0.1 -0.3 0.0 0.000
H -5.00966 -2.17620 -1.43492 -0.1 0.0 0.3 0.000
C -2.55582 2.44887 -0.82722 0.2 -0.2 -0.1 0.001
H -2.65348 2.25108 -1.90400 -0.1 0.2 0.2 0.000
H -2.85058 3.49756 -0.64699 0.0 -0.5 -0.1 0.000
H -1.49266 2.33707 -0.56401 -0.5 0.2 0.0 0.001
C -3.30104 1.94186 1.50355 0.0 -0.1 0.2 0.000
H -2.27646 1.80357 1.87914 -0.3 0.2 -0.2 0.000
H -3.56263 3.00914 1.60070 0.1 -0.4 -0.1 0.000
H -3.96686 1.36924 2.16385 0.1 0.2 -0.2 0.000
C -4.91567 1.64680 -0.42521 -0.3 0.0 -0.1 -0.006
H -5.06604 1.27069 -1.44924 0.0 0.2 0.3 0.000
H -5.60815 1.12578 0.25131 0.2 0.2 -0.2 0.000
H -5.19487 2.71231 -0.41916 0.1 -0.3 0.0 -0.001
Mn -0.73297 -0.47820 0.20585 1.3 2.2 -1.6 2.178
C -0.85995 -1.21107 1.87772 -1.6 -3.6 7.1 -0.002
O -1.00458 -1.71698 2.92923 0.9 2.3 -5.0 0.010
N 0.27558 0.88101 -0.48184 0.8 -1.2 0.9 0.109
C 1.01904 0.64064 -1.47531 0.0 -0.3 -4.3 0.045
C 0.98704 1.48558 -2.73590 -0.7 -0.3 2.6 -0.017
C 0.89353 2.83015 -2.32438 -0.2 -0.3 -1.0 -0.020
C 0.78786 1.07331 -4.06751 0.4 -0.2 0.1 -0.011
C 0.74676 3.80904 -3.27261 -0.2 0.7 -0.7 0.001
H 0.86597 3.04369 -1.27672 0.2 0.3 0.3 0.000
C 0.69273 2.06082 -5.04063 -0.3 0.6 0.0 -0.004
H 0.66002 0.00492 -4.30588 0.4 0.6 0.0 0.000
C 0.66860 3.43224 -4.62181 0.2 -0.4 -0.9 -0.035
H 0.65870 4.86487 -2.97448 0.1 -0.6 -0.3 0.000
H 0.59004 1.78256 -6.12054 0.0 0.4 1.2 0.000
H 0.58653 4.20047 -5.41457 0.0 -0.5 0.7 -0.001
N 3.61406 1.37875 5.22001 -2.4 -0.3 -0.5 0.000
C 2.46392 1.27169 5.03797 1.9 0.3 0.3 0.000
C 1.03433 1.15019 4.84908 -0.2 0.1 0.1 0.000
C 0.21212 0.87777 5.95839 0.5 -0.1 0.4 0.000
C -1.15664 0.80117 5.77833 -0.7 -0.1 -0.3 0.000
C -1.66187 0.97480 4.48453 0.1 0.0 0.8 0.000
N -0.87611 1.21690 3.44828 0.1 0.0 -1.2 -0.006
C 0.43529 1.32521 3.58707 0.5 -0.2 1.4 0.001
H 0.66833 0.71261 6.95122 -0.3 0.2 -0.7 0.000
H -1.86224 0.60346 6.59330 0.5 0.1 -0.2 0.000
H -2.73534 0.92971 4.28704 0.3 0.0 0.1 0.000
H 1.04697 1.55181 2.71530 -0.2 0.0 0.0 0.001

2.
96
Properties=species:S:1:pos:R:3:forces:R:3:lowdin_spin:R:1 method="wB97M-V/def2-TZVPD" gap_ha="0.22777 / 0.19690" charge=+1 e_tot_ev=-69252.927 multiplicity=3 relative_energy_ev=1.4437 homo_energy_ha="-0.3254 / -0.3366"
C -0.06194 3.10627 0.51455 -0.4 1.5 0.0 -0.001
C 1.83074 2.45581 -0.81441 0.5 0.7 3.8 -0.011
C 0.30309 4.49117 0.46933 2.2 -0.6 -1.3 0.164
C 2.40063 3.78095 -0.55433 0.2 -1.2 -1.4 0.121
C 1.60447 4.81025 -0.07856 -1.7 -0.7 0.8 -0.013
H -0.34467 5.28225 0.81916 -0.1 -0.1 0.1 0.009
H 3.45296 3.98310 -0.88652 -1.2 -0.2 0.2 0.005
H 1.96570 5.83898 -0.12023 -0.1 -0.3 0.3 -0.003
N 0.62556 2.14214 -0.06670 2.4 1.8 -2.0 0.102
P -1.36187 0.99183 1.80923 -0.3 -0.2 0.6 0.056
P 1.68404 -0.10127 -1.98242 0.5 0.4 1.3 0.094
C -1.37492 2.75691 1.25455 0.2 -0.2 0.0 -0.001
H -1.55623 3.43237 2.11232 0.2 -0.2 -0.5 0.000
H -2.23444 2.88083 0.56770 0.4 0.0 0.2 -0.002
C 2.60066 1.40849 -1.45013 0.5 -0.6 2.4 0.490
H 3.74143 1.46641 -1.56493 -2.0 0.4 0.2 0.013
C 2.82757 -1.67662 -1.93802 0.1 0.6 -0.3 0.013
C 1.61037 0.73066 -3.64093 0.4 -1.0 0.7 0.043
C -0.46778 1.07945 3.50451 -0.5 -0.1 -0.1 0.016
C -3.21110 0.55799 2.03673 0.3 0.3 0.3 0.005
C 2.34232 -2.71848 -0.91659 -0.2 0.1 0.2 0.001
H 1.28235 -2.95988 -1.06194 0.2 0.0 0.0 0.000
H 2.93724 -3.64233 -1.01797 -0.2 0.3 -0.2 0.000
H 2.48009 -2.39794 0.11291 -0.1 0.1 0.0 0.000
C 2.72687 -2.36411 -3.29740 0.2 -0.2 -0.3 0.001
H 1.68907 -2.61627 -3.54019 0.2 0.0 0.1 0.000
H 3.14240 -1.77111 -4.11009 -0.1 -0.1 0.1 0.000
H 3.28910 -3.30689 -3.28033 -0.1 0.1 0.1 0.000
C 4.27056 -1.28799 -1.59760 0.0 -0.3 -0.3 0.005
H 4.88045 -2.21035 -1.66076 -0.1 0.4 0.4 0.001
H 4.68943 -0.59893 -2.34156 -0.1 0.0 0.3 0.000
H 4.31172 -0.83556 -0.58928 0.3 -0.3 -0.5 0.002
C 0.68636 -0.10578 -4.48884 -0.1 0.2 -0.8 0.007
H -0.27015 -0.30507 -3.99547 0.1 0.2 0.0 0.001
H 0.49771 0.48023 -5.38192 -0.3 -0.2 -0.5 0.002
H 1.12218 -1.05578 -4.77775 0.0 0.0 -0.1 0.000
C 1.03912 2.13487 -3.47641 0.0 0.3 -0.3 0.013
H 0.04808 2.15567 -3.01882 0.1 0.0 -0.1 0.001
H 1.70081 2.79038 -2.90421 -0.4 -0.1 -0.6 0.005
H 0.99220 2.55616 -4.47577 -0.3 0.1 -0.3 0.000
C 3.05128 0.84537 -4.13679 0.2 0.4 -1.1 0.014
H 3.80149 1.03516 -3.35779 -0.4 -0.2 -0.5 0.003
H 3.37454 -0.01875 -4.72246 -0.1 0.3 0.0 0.001
H 3.07395 1.73038 -4.77798 0.3 -0.1 -0.3 0.001
C -3.31502 -0.73762 2.87191 -0.2 0.1 0.0 0.001
H -4.37619 -1.04916 2.88211 0.4 0.0 0.0 0.000
H -2.72208 -1.55458 2.42239 -0.3 0.3 0.2 0.000
H -3.00207 -0.58784 3.91945 -0.1 -0.1 -0.5 0.000
C -3.83314 0.28488 0.64417 0.1 0.0 0.3 0.001
H -3.80790 1.18288 0.00286 0.0 -0.4 0.2 0.000
H -3.32747 -0.55916 0.14090 -0.3 0.5 0.2 0.000
H -4.89409 0.01096 0.80576 0.5 0.1 -0.2 0.000
C -4.01016 1.69414 2.72184 -0.1 -0.4 -0.1 0.002
H -5.07539 1.39635 2.68761 0.4 0.3 0.1 0.000
H -3.71964 1.82208 3.77805 -0.2 0.0 -0.6 0.000
H -3.89362 2.64969 2.18147 -0.1 -0.4 0.3 0.000
C 0.81124 1.94489 3.37834 -0.2 -0.2 -0.1 0.001
H 1.30813 1.94740 4.36692 -0.2 0.1 -0.4 0.000
H 1.51824 1.53065 2.64599 -0.3 0.2 0.2 0.000
H 0.57138 2.97911 3.08026 0.2 -0.3 0.3 0.000
C -0.06229 -0.35429 3.90932 0.1 -0.1 0.1 0.001
H 0.67170 -0.76215 3.20815 -0.2 0.1 0.2 0.000
H 0.41755 -0.32653 4.90326 -0.3 0.0 -0.2 0.000
H -0.90111 -1.06951 3.93886 0.3 0.4 0.1 0.000
C -1.35283 1.69377 4.60954 0.4 0.0 0.2 0.005
H -1.71536 2.69298 4.32016 0.0 -0.3 0.2 0.000
H -2.19884 1.04560 4.89493 0.4 0.4 -0.2 0.000
H -0.71756 1.81902 5.50539 -0.3 0.0 -0.2 0.001
Pd -0.17309 -0.12613 -0.06917 0.2 -0.2 0.2 0.627
C -1.33042 0.56093 -1.36289 -4.0 2.4 -4.1 0.077
O -2.01553 1.10237 -2.16104 2.7 -1.9 3.1 0.014
N 1.53077 -0.47848 1.22613 3.2 -0.1 0.2 0.052
C 2.66268 -0.22591 1.38948 -1.9 1.0 -0.5 0.024
C 3.97302 0.21703 1.82110 0.8 0.3 -0.1 0.005
C 4.36470 -0.55474 2.93058 -1.0 0.1 -0.8 0.000
C 4.81896 1.27130 1.31448 0.0 -0.6 1.1 0.004
C 5.54368 -0.33976 3.60751 -0.4 -0.2 -0.3 0.000
H 3.60952 -1.31064 3.18373 0.8 0.1 0.4 0.000
C 6.02944 1.47621 2.01544 0.2 -0.5 0.4 0.001
H 4.56276 1.94305 0.48393 -0.1 -0.6 0.4 0.002
C 6.38716 0.68040 3.12518 -0.5 -0.9 0.8 -0.001
H 5.67522 -1.03410 4.45630 0.7 0.9 -0.4 0.000
H 6.78444 2.23801 1.76051 -0.8 -0.3 -0.3 0.000
H 7.30599 0.79222 3.71080 -0.2 0.5 -0.7 0.000
N -4.84279 -3.45154 -3.08313 0.7 0.1 0.8 0.000
C -4.07163 -3.41188 -2.22239 -0.5 -0.4 -0.7 0.000
C -3.09509 -3.36456 -1.16326 -0.2 0.3 -0.2 0.000
C -3.10165 -4.24100 -0.08532 -0.1 -0.1 0.1 -0.001
C -2.16578 -4.08882 0.92444 0.3 0.3 -0.3 0.001
C -1.26326 -3.03087 0.83798 -0.7 -0.2 -0.3 0.000
N -1.30044 -2.17304 -0.18241 0.5 -1.0 -0.3 0.014
C -2.14585 -2.35539 -1.19597 0.3 -0.3 0.6 0.004
H -3.82558 -5.03731 -0.06590 -0.1 -0.1 0.1 0.000
H -2.10303 -4.76044 1.76108 -0.1 -0.2 0.1 0.000
H -0.51457 -2.87130 1.61580 -0.1 0.1 -0.2 0.000
H -2.04478 -1.70380 -2.05913 -0.2 0.0 0.2 0.003